1.
This record from the Open Molecules 2025 dataset describes 5 unconnected molecules or ions with the total composition C34H45ClF4N4O15 in a non-equilibrium geometry. The level of theory is ωB97M-V/def2-TZVPD.

ORCA input file:
```
! RIJCOSX wB97M-V def2-TZVPD def2/J DEFGRID3
* xyz 0 1
C 4.794 5.120 -1.419
C 4.492 4.674 0.116
C 3.129 3.798 0.129
C 1.697 4.442 -0.025
C 1.680 6.049 -0.239
C 0.426 3.562 0.020
C -1.037 4.193 -0.100
C -1.284 5.103 -1.406
C -2.321 6.287 -0.985
C -1.601 7.617 -0.445
C -1.547 7.765 1.158
N -2.768 7.291 1.880
C 0.555 1.992 0.186
N -0.672 1.244 0.170
C -0.484 -0.152 0.360
C -1.767 -1.105 0.367
C -3.087 -0.262 -0.036
C -3.630 0.686 1.133
O -4.133 -1.208 -0.424
C 0.927 -0.782 0.559
C 0.963 -2.396 0.803
C 0.654 -2.599 2.398
C 1.835 -3.382 3.159
Cl 3.449 -2.487 2.993
N 2.188 -0.105 0.543
C 1.929 1.306 0.350
C 3.199 2.274 0.332
O 4.520 1.693 0.509
N 5.018 1.288 -0.724
O 5.029 0.087 -0.678
H 4.608 6.242 -1.511
H 3.993 4.585 -2.058
H 5.848 4.792 -1.720
H 5.375 4.097 0.580
H 4.328 5.581 0.815
H 1.662 6.231 -1.381
H 0.734 6.421 0.276
H 2.591 6.565 0.215
H -1.888 3.438 -0.044
H -1.176 4.893 0.815
H -0.339 5.489 -1.912
H -1.879 4.445 -2.149
H -2.905 6.586 -1.936
H -3.115 5.857 -0.267
H -2.207 8.515 -0.851
H -0.534 7.748 -0.841
H -1.458 8.895 1.378
H -0.647 7.272 1.659
H -3.601 7.275 1.278
H -2.565 6.372 2.294
H -1.893 -1.556 1.408
H -1.608 -1.907 -0.451
H -2.818 0.348 -0.965
H -4.102 0.019 1.949
H -4.439 1.430 0.773
H -2.788 1.269 1.656
H -4.922 -0.636 -0.585
H 0.196 -2.935 0.143
H 2.038 -2.730 0.595
H 0.503 -1.594 2.922
H -0.283 -3.272 2.465
H 1.925 -4.489 2.884
H 1.589 -3.358 4.287
C -2.146 -4.913 -2.889
C -2.439 -5.867 -1.778
O -1.155 -6.297 -1.372
C -0.321 -5.255 -1.647
O 0.784 -5.141 -1.200
O -0.902 -4.352 -2.488
F -3.129 -6.942 -2.231
H -2.024 -5.411 -3.853
H -2.911 -4.141 -2.987
H -2.964 -5.421 -0.928
C 4.922 1.912 3.699
C 5.770 2.707 4.639
O 5.070 2.611 5.862
C 4.416 1.414 5.810
O 3.940 0.865 6.761
O 4.379 0.919 4.542
F 5.818 4.011 4.270
H 4.108 2.500 3.263
H 5.502 1.464 2.891
H 6.786 2.321 4.765
C -4.551 -7.967 1.418
C -4.415 -7.421 2.804
O -3.888 -6.127 2.591
C -4.351 -5.744 1.369
O -4.338 -4.616 0.969
O -4.838 -6.800 0.660
F -3.520 -8.138 3.524
H -3.626 -8.420 1.051
H -5.357 -8.697 1.336
H -5.358 -7.348 3.354
C 0.588 -5.812 -6.051
C 0.218 -5.751 -7.498
O -0.987 -6.487 -7.556
C -1.566 -6.331 -6.333
O -2.711 -6.580 -6.095
O -0.682 -5.846 -5.413
F 1.143 -6.377 -8.263
H 1.146 -6.717 -5.795
H 1.164 -4.943 -5.730
H 0.049 -4.738 -7.877
*
```

The highest occupied orbital energy comes out at -8.3 eV. The energy comes out at -96042.743 eV. Its HOMO-LUMO gap is 7.576 eV.



2.
This record from the Open Molecules 2025 dataset describes a molecular structure, C34H45LuN5O in a non-equilibrium geometry. The level of theory is ωB97M-V/def2-TZVPD.

ORCA input file:
```
! RIJCOSX wB97M-V def2-TZVPD def2/J DEFGRID3
* xyz -1 1
Lu -0.076 -0.304 -0.588
N 1.794 -0.252 0.713
N 1.603 -0.356 -2.468
C -2.265 0.352 -1.626
C -1.367 1.473 -1.688
C -1.086 1.887 -0.338
C -0.188 2.995 0.099
H 0.681 3.127 -0.561
H 0.202 2.812 1.110
H -0.733 3.952 0.131
C -1.827 1.022 0.545
C -1.839 1.078 2.027
H -2.846 1.298 2.410
H -1.166 1.851 2.404
H -1.515 0.134 2.490
C -2.521 0.063 -0.249
C -3.368 -1.042 0.275
H -2.950 -1.453 1.203
H -3.456 -1.863 -0.448
H -4.385 -0.690 0.503
C -0.859 2.133 -2.922
H -1.430 3.051 -3.139
H -0.949 1.472 -3.794
H 0.195 2.424 -2.828
C -2.883 -0.384 -2.760
H -2.629 -1.453 -2.718
H -2.548 0.003 -3.727
H -3.981 -0.322 -2.733
C 2.362 -0.515 1.908
H 1.726 -1.018 2.639
C 3.679 -0.146 2.141
H 4.150 -0.449 3.070
C 4.353 0.632 1.195
H 5.356 0.998 1.403
C 3.742 0.937 -0.008
H 4.216 1.530 -0.790
C 2.460 0.427 -0.269
C 1.785 0.699 -1.545
H 2.036 1.633 -2.046
C 0.962 -1.536 -2.103
C 1.829 -0.345 -3.854
H 2.357 0.470 -4.326
C 1.305 -1.479 -4.334
H 1.279 -1.853 -5.348
N 0.753 -2.192 -3.269
C -0.151 -3.282 -3.309
C -1.235 -3.264 -4.204
C -2.273 -4.186 -4.003
H -3.122 -4.177 -4.691
C -2.263 -5.077 -2.928
C -3.381 -6.045 -2.689
H -3.941 -5.787 -1.781
H -2.994 -7.061 -2.547
H -4.080 -6.055 -3.529
C -1.188 -5.041 -2.036
H -1.187 -5.709 -1.171
C -0.117 -4.166 -2.217
C 1.020 -4.183 -1.252
H 1.962 -4.501 -1.721
H 0.788 -4.891 -0.447
H 1.204 -3.199 -0.782
C -1.368 -2.251 -5.298
H -0.709 -2.471 -6.151
H -1.164 -1.223 -4.966
H -2.401 -2.266 -5.672
C -1.434 3.319 4.518
N -0.029 3.198 4.205
C 0.671 4.357 3.692
C 1.839 4.627 4.607
C 2.753 3.433 4.693
N 2.036 2.182 4.621
C 2.793 1.037 5.050
C 0.662 2.038 4.531
O 0.095 0.944 4.679
H -1.596 4.120 5.261
H -1.796 2.370 4.926
H -2.017 3.578 3.621
H 1.031 4.166 2.667
H -0.033 5.193 3.665
H 1.460 4.851 5.610
H 2.401 5.491 4.254
H 3.317 3.460 5.637
H 3.492 3.455 3.878
H 3.032 1.101 6.124
H 3.741 0.991 4.503
H 2.221 0.124 4.870
*
```

The highest occupied orbital energy (spin up / spin down) comes out at 0.1 / 0.1 eV. The energy comes out at -79105.100 eV. Its HOMO-LUMO gap (spin up / spin down) is 2.512 / 2.503 eV.



3.
This record from the Open Molecules 2025 dataset describes a molecular structure, C34H45N15SiTi in a non-equilibrium geometry. The level of theory is ωB97M-V/def2-TZVPD.

ORCA input file:
```
! RIJCOSX wB97M-V def2-TZVPD def2/J DEFGRID3
* xyz 3 2
Ti 0.201 1.031 0.362
C -4.116 -0.130 1.680
C -3.046 0.275 0.885
N -1.789 0.068 1.261
C -1.602 -0.540 2.451
C -2.677 -0.920 3.234
N -3.936 -0.724 2.848
C -0.190 -0.676 2.887
C 0.263 -1.558 3.848
C 1.622 -1.602 4.184
C 2.469 -0.689 3.523
C 1.951 0.163 2.582
N 0.647 0.151 2.247
C 2.733 1.216 1.859
C 4.042 1.554 2.139
N 4.640 2.593 1.554
C 3.924 3.311 0.708
C 2.617 2.956 0.369
N 2.042 1.893 0.922
C 2.147 -2.561 5.182
C 1.325 -3.528 5.759
C 1.869 -4.409 6.681
N 3.145 -4.390 7.056
C 3.926 -3.463 6.510
C 3.483 -2.537 5.578
H -5.135 0.042 1.354
H -3.210 0.784 -0.054
H -2.529 -1.373 4.206
H -0.442 -2.212 4.337
H 3.521 -0.652 3.758
H 4.628 0.993 2.855
H 4.387 4.185 0.267
H 2.044 3.513 -0.360
H 0.277 -3.628 5.517
H 1.245 -5.166 7.139
H 4.960 -3.455 6.831
H 4.193 -1.816 5.202
N 0.233 -3.090 -3.706
C -1.179 -3.418 -4.045
C -1.797 -2.220 -4.761
C -1.980 -1.028 -3.830
N -0.610 -0.514 -3.412
C -2.802 -1.398 -2.602
C -2.290 -2.624 -1.843
N -1.077 -2.260 -1.075
C -2.007 -3.773 -2.811
H 0.797 -3.190 -4.545
H 0.599 -3.776 -3.053
H -0.020 -1.359 -3.223
H -1.205 -4.278 -4.718
H -2.791 -2.494 -5.122
H -1.217 -1.948 -5.647
H -2.464 -0.208 -4.359
H -0.673 0.079 -2.582
H -0.187 0.030 -4.164
H -3.812 -1.603 -2.963
H -2.884 -0.538 -1.928
H -3.088 -2.953 -1.171
H -0.645 -3.109 -0.723
H -1.357 -1.732 -0.252
H -2.972 -4.134 -3.178
H -1.560 -4.618 -2.280
N 4.191 -1.078 -2.508
N 3.205 -1.032 -1.567
N 3.058 -1.990 -0.676
C 1.942 -1.609 -0.076
N 1.448 -0.481 -0.595
N 2.303 -0.116 -1.560
H 4.929 -1.697 -2.198
H 4.464 -0.145 -2.785
H 1.479 -2.175 0.716
C -0.346 5.021 -1.969
Si -0.212 3.232 -2.425
C -1.495 2.713 -3.690
C 1.495 2.855 -3.083
N -0.478 2.268 -0.908
C -1.448 2.898 -0.015
C -1.131 3.084 1.333
C -2.065 3.612 2.224
C -3.309 4.002 1.769
C -3.619 3.856 0.418
C -2.710 3.296 -0.462
H 0.323 5.610 -2.600
H -0.075 5.208 -0.927
H -1.355 5.411 -2.110
H -2.015 3.594 -4.072
H -2.262 2.042 -3.297
H -1.033 2.237 -4.559
H 1.452 2.560 -4.134
H 2.020 2.071 -2.539
H 2.112 3.755 -3.046
H -0.128 2.896 1.719
H -1.793 3.753 3.262
H -4.023 4.446 2.449
H -4.581 4.187 0.048
H -2.980 3.176 -1.503
*
```

The highest occupied orbital energy (spin up / spin down) comes out at -16.0 / -16.0 eV. The energy comes out at -89312.279 eV. Its expectation value of S² is 0.755. Its HOMO-LUMO gap (spin up / spin down) is 6.828 / 6.876 eV.